{
  "formula": "C3H10N2",
  "method": "ωB97M-V with the def2-TZVPD basis set",
  "elements": ["C", "C", "N", "C", "N", "H", "H", "H", "H", "H", "H", "H", "H", "H", "H"],
  "coordinates": [[1.683, -0.608, -0.047], [0.366, 0.154, -0.290], [0.379, 1.505, 0.278], [-0.818, -0.497, 0.483], [-2.054, 0.060, -0.216], [2.526, 0.017, -0.369], [1.720, -0.813, 1.073], [1.706, -1.545, -0.564], [0.267, 0.181, -1.373], [1.097, 1.987, -0.209], [-0.555, 1.885, 0.007], [-0.634, -0.064, 1.567], [-0.722, -1.653, 0.552], [-2.924, -0.147, 0.267], [-2.037, -0.461, -1.160]],
  "e_homo_ha": -0.3362
}

{
  "formula": "C4H10N2O",
  "method": "ωB97M-V with the def2-TZVPD basis set",
  "elements": ["C", "C", "C", "N", "N", "C", "O", "H", "H", "H", "H", "H", "H", "H", "H", "H", "H"],
  "coordinates": [[0.307, -1.618, 1.016], [-0.174, -0.526, 0.091], [-0.828, 0.610, 0.907], [-1.037, 1.873, 0.266], [0.941, -0.001, -0.704], [0.817, 0.304, -2.016], [-0.231, 0.300, -2.619], [1.316, -1.411, 1.378], [0.357, -2.600, 0.567], [-0.272, -1.643, 1.940], [-0.894, -0.885, -0.639], [-1.769, 0.230, 1.298], [-0.243, 0.731, 1.826], [-1.717, 1.801, -0.480], [-0.164, 2.217, -0.126], [1.816, 0.046, -0.210], [1.777, 0.572, -2.495]],
  "e_homo_ha": -0.3367
}

{
  "formula": "C33H17F14MnN2O2PS3Se",
  "method": "ωB97M-V with the def2-TZVPD basis set",
  "elements": ["Mn", "S", "C", "S", "S", "F", "C", "F", "F", "C", "C", "C", "C", "C", "C", "P", "C", "C", "C", "C", "C", "C", "C", "F", "F", "F", "C", "C", "C", "C", "C", "C", "C", "F", "F", "F", "H", "H", "H", "H", "H", "H", "H", "H", "H", "H", "H", "H", "C", "N", "C", "C", "C", "O", "N", "C", "O", "H", "H", "H", "H", "H", "F", "C", "C", "F", "C", "F", "C", "Se", "C", "F", "C", "F"],
  "coordinates": [[2.304, -0.067, -0.233], [4.126, 3.606, -2.070], [3.560, 2.237, -1.387], [3.844, 0.610, -1.889], [2.510, 2.213, 0.006], [-4.387, -4.873, -0.534], [-3.650, -4.492, 0.527], [-2.926, -5.557, 0.908], [-4.525, -4.244, 1.523], [-2.795, -3.299, 0.216], [-3.303, -2.295, -0.598], [-2.532, -1.180, -0.877], [-1.245, -1.063, -0.358], [-0.754, -2.064, 0.476], [-1.529, -3.178, 0.766], [-0.135, 0.366, -0.640], [-0.933, 1.537, 0.548], [-2.190, 2.095, 0.299], [-2.800, 2.901, 1.239], [-2.156, 3.168, 2.444], [-0.907, 2.636, 2.699], [-0.303, 1.820, 1.748], [-2.842, 4.052, 3.445], [-3.047, 5.292, 2.958], [-2.147, 4.186, 4.582], [-4.059, 3.577, 3.780], [-0.586, 1.191, -2.207], [-0.249, 2.540, -2.315], [-0.539, 3.247, -3.471], [-1.180, 2.610, -4.521], [-1.499, 1.262, -4.433], [-1.187, 0.551, -3.285], [-1.490, 3.363, -5.782], [-0.529, 3.207, -6.715], [-1.611, 4.685, -5.572], [-2.639, 2.948, -6.350], [-4.299, -2.384, -1.011], [-2.948, -0.396, -1.496], [0.235, -1.975, 0.915], [-1.139, -3.950, 1.415], [-2.696, 1.904, -0.639], [-3.775, 3.328, 1.041], [-0.402, 2.855, 3.630], [0.678, 1.411, 1.946], [0.256, 3.039, -1.498], [-0.262, 4.289, -3.550], [-1.978, 0.764, -5.265], [-1.380, -0.511, -3.243], [4.214, -5.162, -0.846], [3.229, -4.194, -1.299], [2.309, -4.487, -2.262], [1.421, -3.576, -2.678], [1.429, -2.256, -2.064], [0.620, -1.390, -2.412], [2.332, -2.005, -1.060], [3.280, -2.928, -0.699], [4.155, -2.708, 0.120], [4.053, -6.093, -1.388], [4.114, -5.336, 0.223], [5.222, -4.796, -1.031], [2.354, -5.490, -2.667], [0.690, -3.788, -3.441], [1.015, 2.469, 6.723], [1.434, 1.771, 5.660], [2.611, 2.111, 5.023], [3.335, 3.139, 5.481], [3.032, 1.383, 3.922], [4.184, 1.757, 3.362], [2.311, 0.306, 3.421], [3.008, -0.796, 2.021], [1.129, 0.002, 4.083], [0.343, -1.001, 3.665], [0.686, 0.711, 5.185], [-0.468, 0.392, 5.787]],
  "multiplicity": 5,
  "charge": -1,
  "e_homo_ha": [-0.1950, -0.2070]
}